C3H6Cl2 | the ωB97M-V functional and the def2-TZVPD basis

Structure (XYZ):
```
11
Properties=species:S:1:pos:R:3:mulliken_charge:R:1
C 0.84566 0.60042 -0.73444 -1.186
C 0.21970 0.17009 0.65119 0.137
C -0.93607 -0.88091 0.35898 -0.476
H 1.73002 1.30596 -0.66669 0.329
H 0.14237 1.04736 -1.47198 0.364
H 1.29988 -0.33612 -1.29206 0.285
H 1.00348 -0.32821 1.22417 0.281
H -1.61866 -0.98709 1.35179 0.292
H -0.44184 -1.75755 0.13768 0.312
Cl -0.35571 1.66719 1.42838 -0.186
Cl -1.88883 -0.50113 -0.98703 -0.152
```

For the gap between HOMO and LUMO, the calculation gives 11.49 eV. As for the structure (SMILES): C[C@@H](Cl)CCl. As for the net charge: 0. The calculation puts the energy relative to the best compared isomer or geometry (same formula, charge and spin) at 0.738 eV. The calculation puts the lowest unoccupied orbital energy at 0.9 eV.


CH5N3O | the ωB97M-V functional and the def2-TZVPD basis

Structure (XYZ):
```
10
Properties=species:S:1:pos:R:3:mulliken_charge:R:1
C -0.50085 0.25373 0.43971 0.343
N -1.18644 -0.89156 0.00050 -0.579
N 0.19935 1.08861 -0.50359 -0.551
O 1.51019 -0.84000 -0.17050 -0.449
N 0.92554 0.28387 0.46146 -0.252
H 2.45524 -0.64246 -0.19065 0.348
H -0.62527 -1.39407 -0.67938 0.269
H -2.08334 -0.65489 -0.40381 0.247
H 0.27668 2.07021 -0.25520 0.253
H -0.97110 0.72656 1.30144 0.370
```

For the gap between HOMO and LUMO, the calculation gives 10.35 eV. As for the structure (SMILES): N[C@@H]1NN1O. As for the net charge: 0. The calculation puts the energy relative to the best compared isomer or geometry (same formula, charge and spin) at 2.958 eV. The calculation puts the lowest unoccupied orbital energy at 1.0 eV.


C13H25BiF5NO2P2 | the ωB97M-V functional and the def2-TZVPD basis

Structure (XYZ):
```
49
Properties=species:S:1:pos:R:3:mulliken_charge:R:1
C 0.90740 -1.27871 -3.40367 -0.776
C 0.92738 -1.08410 -2.02481 0.628
N -0.18149 -1.07506 -1.26337 0.105
C -1.36553 -1.24933 -1.87545 0.369
C -1.43607 -1.58057 -3.23062 -0.717
C -0.29073 -1.58686 -4.02207 -0.549
C 2.26262 -1.26031 -1.37470 -1.125
P 2.40818 -0.83783 0.38696 0.810
Bi -0.03744 -1.06733 1.42985 0.954
P -2.48754 -0.44092 0.60464 0.628
C -2.64108 -1.22174 -1.05912 -1.098
O 2.58613 4.16842 -3.01930 -0.760
O -1.57699 3.27986 -1.62001 -0.896
H 1.86170 -1.25788 -3.93658 0.419
H -2.41274 -1.82317 -3.63513 0.464
H -0.33668 -1.78781 -5.09553 0.415
C 3.73626 -2.01077 0.84814 -1.402
C 3.13696 0.79187 0.72053 -1.276
H -3.39591 -0.65370 -1.62481 0.498
H -3.00710 -2.25540 -0.92115 0.418
H 2.98711 -0.70551 -1.94716 0.542
H 2.52207 -2.34378 -1.40861 0.248
C -3.89266 -0.94056 1.65515 -1.252
C -2.87864 1.29305 0.26594 -1.374
H -1.24851 3.51640 -0.73481 0.440
H -2.39339 3.84154 -1.71697 0.345
H 3.31459 3.70170 -2.57191 0.332
H 1.95571 3.44767 -3.22848 0.320
H 0.02170 -2.75646 1.92889 -0.100
H 1.52937 5.79999 0.06082 -0.549
H 4.71046 -1.63825 0.49264 0.411
H 3.77710 -2.14431 1.93667 0.374
H 3.54508 -2.98824 0.38207 0.389
H 4.23486 0.73866 0.75569 0.350
H 2.82454 1.52683 -0.03113 0.515
H 2.79423 1.14834 1.70473 0.189
H -3.91618 1.34371 -0.10520 0.428
H -2.81093 1.84806 1.21339 0.495
H -2.21337 1.75269 -0.48625 0.314
H -4.80135 -0.40984 1.32972 0.387
H -4.05337 -2.02732 1.61791 0.373
H -3.66363 -0.65280 2.69382 0.335
F -1.07908 1.35841 3.32402 -0.264
C -0.06389 0.43054 3.39902 -0.058
F 1.10623 1.15688 3.44457 -0.288
C -0.20359 -0.33160 4.72831 0.704
F -0.17987 0.50365 5.78743 -0.240
F -1.39120 -1.00283 4.75638 -0.231
F 0.80929 -1.23530 4.86949 -0.241
```

For the gap between HOMO and LUMO (spin up / spin down), the calculation gives 2.48 / 2.48 eV. As for the net charge: 0. The calculation puts the energy relative to the best compared isomer or geometry (same formula, charge and spin) at 4.588 eV. The calculation puts the lowest unoccupied orbital energy (spin up / spin down) at -0.9 / -0.9 eV.


C9H10O3S | the ωB97M-V functional and the def2-TZVPD basis

Structure (XYZ):
```
23
Properties=species:S:1:pos:R:3:mulliken_charge:R:1
C 2.51069 -1.30161 -0.75684 -0.407
C 1.97205 -2.01138 0.22510 -0.648
C -0.84960 -0.11370 0.34789 0.309
C -2.69581 -1.33414 -0.19147 0.118
C 1.96782 0.13398 -0.86098 -0.773
C 1.12923 -1.07871 1.06079 0.019
C 1.38447 0.34122 0.55714 -0.538
C -0.00896 0.93824 0.40088 0.149
C -2.02321 2.74702 -0.14839 -0.750
O -2.21700 -0.26862 0.39757 -0.235
O -2.21789 -2.08879 -0.99949 -0.441
O -0.19967 -1.27354 0.76112 -0.389
S -0.19171 2.57380 0.20705 -0.135
H 3.25074 -1.69424 -1.44335 0.423
H 1.96504 -3.11491 0.47572 0.350
H -3.81801 -1.35396 0.09877 0.298
H 2.75378 0.91961 -1.17779 0.350
H 1.10377 0.15323 -1.53839 0.320
H 1.26324 -1.14287 2.13521 0.364
H 1.93675 0.96832 1.17859 0.787
H -2.61050 2.10815 0.54394 0.230
H -2.06802 2.09635 -1.03543 0.241
H -2.33722 3.79655 -0.23766 0.358
```

For the gap between HOMO and LUMO, the calculation gives 8.34 eV. As for the structure (SMILES): CSC1=C(OC=O)O[C@H]2C=CC[C@@H]12. As for the net charge: 0. The calculation puts the energy relative to the best compared isomer or geometry (same formula, charge and spin) at 1.783 eV. The calculation puts the lowest unoccupied orbital energy at 0.7 eV.


C29H36F32NO5S | the ωB97M-V functional and the def2-TZVPD basis

Structure (XYZ):
```
104
Properties=species:S:1:pos:R:3:mulliken_charge:R:1
C -1.89123 8.15449 -1.43662 -0.354
O -2.77247 8.73691 -0.47867 -0.374
C -4.07720 9.00061 -0.99813 -0.353
C -5.11841 7.96836 -0.39753 -0.998
C -5.43484 6.78084 -1.41780 0.161
C -6.34490 7.38471 -2.56699 -0.949
C -6.00690 6.87730 -4.02075 -0.824
C -4.47517 6.97770 -4.41574 0.382
S -4.06955 5.48803 -5.47543 0.017
C -3.61482 4.06550 -4.39438 -0.476
C -3.40638 2.80136 -5.31363 0.017
N -4.29116 2.31966 -6.11099 -0.536
H -2.24258 8.21938 -2.49827 0.190
H -0.91237 8.70738 -1.34998 0.306
H -1.64522 7.07469 -1.23343 0.017
H -4.13007 9.09995 -2.11212 0.315
H -4.37924 10.00655 -0.58414 0.274
H -4.80235 7.58953 0.60311 0.411
H -6.10302 8.49501 -0.23459 0.380
H -4.50400 6.27244 -1.77456 -0.110
H -6.03561 6.01766 -0.84827 0.370
H -6.37913 8.50073 -2.47559 0.443
H -7.39598 7.03665 -2.35396 0.333
H -6.55920 7.55823 -4.73105 0.302
H -6.42120 5.84924 -4.17396 0.475
H -3.77304 7.07720 -3.55372 -0.408
H -4.28735 7.85347 -5.09385 0.496
H -5.29597 5.15732 -6.02598 0.249
H -2.65419 4.32235 -3.87731 0.355
H -4.39639 3.88490 -3.61228 0.349
H -2.40918 2.29310 -5.25644 0.386
H -5.14218 2.90318 -6.03362 0.224
C -1.53206 2.00137 1.06418 -0.952
C -2.29790 3.06389 0.23992 1.071
C -3.21661 2.55938 -0.87675 0.009
F -2.56311 1.88418 -1.83577 -0.269
F -3.81066 3.61878 -1.50164 -0.194
F -1.41253 3.96716 -0.24408 -0.319
F -3.08539 3.74159 1.11953 -0.336
O -0.16291 1.74610 0.70503 -0.323
C 0.13115 0.83005 -0.32057 0.712
C 0.81441 1.49619 -1.52107 0.208
F 0.05200 2.47375 -2.05690 -0.173
F 1.03663 0.58924 -2.49734 -0.282
F -0.97009 0.14338 -0.65635 -0.298
F 0.98009 -0.06699 0.21404 -0.289
H -1.46237 2.41024 2.06452 0.523
H -2.09828 1.07723 1.17928 0.315
H -4.00757 1.91869 -0.47811 0.315
H 1.76959 1.93525 -1.22584 0.223
C 0.68921 -1.47818 4.86040 -0.920
C 2.10494 -1.62879 5.46836 1.147
C 2.40120 -0.84660 6.75271 -0.005
F 2.30390 0.48209 6.59382 -0.221
F 3.67182 -1.09035 7.15514 -0.269
F 3.02308 -1.35498 4.51267 -0.271
F 2.25379 -2.95017 5.76771 -0.331
O 0.51402 -0.56428 3.76160 -0.243
C 0.28251 0.79594 4.01376 0.648
C 1.40977 1.69196 3.48773 0.674
F 2.59571 1.37816 4.03614 -0.241
F 1.15835 2.98718 3.79340 -0.285
F 0.02162 0.98382 5.31312 -0.316
F -0.86727 1.10563 3.35698 -0.286
H 0.46147 -2.44971 4.41681 0.426
H -0.07415 -1.33497 5.62589 0.308
H 1.72973 -1.15161 7.56065 0.296
H 1.50121 1.59843 2.40543 -0.090
C 4.56752 -3.86609 2.08139 -0.977
C 3.44322 -4.70778 2.73324 1.004
C 3.69735 -5.24900 4.14440 0.099
F 4.74372 -6.08434 4.20610 -0.229
F 2.61913 -5.95680 4.56932 -0.290
F 3.10286 -5.70925 1.88698 -0.166
F 2.34930 -3.89239 2.81414 -0.301
O 5.44512 -4.51250 1.14598 -0.431
C 6.57723 -5.20760 1.61176 0.794
C 6.50463 -6.70725 1.30763 0.535
F 5.41861 -7.27949 1.86255 -0.257
F 7.58627 -7.34858 1.81066 -0.300
F 6.77872 -4.93911 2.91110 -0.297
F 7.63199 -4.68328 0.95687 -0.307
H 4.05194 -3.12300 1.46915 0.433
H 5.12452 -3.28401 2.81661 0.385
H 3.86046 -4.43337 4.85283 0.236
H 6.46565 -6.88129 0.23290 0.130
C 2.33505 -7.02270 -1.00367 -0.562
C 1.15489 -7.49688 -1.88637 0.799
C 0.58526 -8.89271 -1.60946 0.116
F 1.48135 -9.87341 -1.79306 -0.215
F -0.43895 -9.14863 -2.46060 -0.279
F 1.50332 -7.37004 -3.18598 -0.282
F 0.13968 -6.60925 -1.67849 -0.331
O 3.66927 -7.13459 -1.53051 -0.380
C 4.37370 -8.34081 -1.39377 0.784
C 4.69002 -9.00024 -2.74119 0.189
F 3.57523 -9.26677 -3.44228 -0.233
F 5.32927 -10.17562 -2.54838 -0.257
F 3.72809 -9.15050 -0.54725 -0.292
F 5.53762 -8.01798 -0.78031 -0.376
H 2.19880 -5.94494 -0.89513 0.377
H 2.27309 -7.41490 0.01209 0.310
H 0.19717 -8.96163 -0.58900 0.293
H 5.32486 -8.35076 -3.34797 0.245
```

For the gap between HOMO and LUMO, the calculation gives 8.83 eV. As for the net charge: +1. The calculation puts the lowest unoccupied orbital energy at -3.3 eV.


Values of electronic energy, in order: -28252.7288, -7632.6799, -57468.3220, -26470.0513, -140169.1966, all in eV.